{
  "formula": "C4H5IO2",
  "method": "ωB97M-V with the def2-TZVPD basis set",
  "elements": ["C", "C", "C", "C", "O", "O", "I", "H", "H", "H", "H", "H"],
  "xyz": [[0.777, -1.967, -0.643], [0.048, 1.676, 0.975], [0.709, 0.868, -0.243], [-0.081, 0.240, 0.813], [0.965, -3.099, -0.613], [-0.290, -0.839, 1.283], [-2.798, -1.046, -1.233], [0.741, 1.843, 1.689], [-0.781, 2.341, 0.942], [0.232, 0.935, -1.208], [1.840, 0.697, -0.175], [-1.361, -1.650, -1.587]],
  "nbo_charge": [0.508, -0.523, -0.534, 0.606, -0.513, -0.501, -0.092, 0.230, 0.244, 0.245, 0.245, 0.085],
  "fmax_ha_per_bohr": 0.0651,
  "multiplicity": 1,
  "e_tot_ev": -16421.6724,
  "charge": 0
}